Computed, not measured: C16H17F4N2W as an isolated structure, with ωB97M-V with the def2-TZVPD basis set.

Its spin multiplicity is 3. The calculation puts the HOMO-LUMO gap (spin up / spin down) at 0.2691 / 0.2030 hartree. Its max |F| is 0.80 eV/Å. The total energy is -32510.7130 eV. Its charge is +3. The HOMO energy (spin up / spin down) comes out at -19.363 / -19.214 eV.

CARTESIAN COORDINATES (ANGSTROEM)
W  -0.225  -0.712  0.468
C  -3.433  0.131  0.384
N  -2.047  0.326  -0.169
C  -2.072  -0.086  -1.616
C  -1.737  1.793  0.011
C  -0.392  2.133  -0.556
N  0.548  1.009  -0.284
C  1.822  1.126  -0.739
C  2.580  -0.048  -0.714
F  1.841  -1.147  -0.293
C  3.866  -0.169  -1.110
F  4.486  -1.319  -1.072
C  4.509  0.995  -1.586
C  3.812  2.187  -1.642
F  4.394  3.271  -2.080
C  2.483  2.283  -1.241
F  1.879  3.438  -1.312
H  -4.091  0.811  -0.154
H  -3.450  0.379  1.441
H  -3.763  -0.884  0.206
H  -2.540  0.679  -2.240
H  -2.622  -1.016  -1.705
H  -1.059  -0.231  -2.007
H  -1.778  1.995  1.081
H  -2.518  2.381  -0.473
H  -0.023  3.055  -0.112
H  -0.419  2.272  -1.638
H  5.543  0.949  -1.912
C  -1.415  -1.319  2.373
C  -0.045  -1.190  2.740
C  0.878  -2.047  2.145
C  0.481  -2.900  1.088
C  -0.872  -3.004  0.701
C  -1.820  -2.262  1.410
H  -2.152  -0.727  2.898
H  0.253  -0.528  3.541
H  1.917  -2.005  2.448
H  1.224  -3.495  0.572
H  -1.176  -3.716  -0.054
H  -2.869  -2.410  1.203

***

Computed, not measured: a 3-piece molecular cluster, C16H17FINO3S overall at a distorted geometry, with ωB97M-V with the def2-TZVPD basis set.

Its spin multiplicity is 1. The calculation puts the HOMO-LUMO gap at 0.2872 hartree. Its max |F| is 8.89 eV/Å. The total energy is -46148.5714 eV. The HOMO energy comes out at -9.158 eV. Its SMILES is O=C1CC[C@@](I)(S(=O)(=O)F)N1.c1ccccc1.c1ccccc1.

CARTESIAN COORDINATES (ANGSTROEM)
O  -0.016  0.627  1.541
C  0.565  -0.324  0.805
C  1.369  -0.246  -0.639
C  0.655  -1.551  -1.405
C  0.874  -2.629  -0.145
I  -0.761  -4.136  0.045
S  2.514  -3.465  -0.498
O  2.192  -4.683  -1.441
O  3.542  -2.596  -1.262
F  3.212  -3.920  1.001
N  0.685  -1.810  1.113
H  2.493  -0.414  -0.285
H  1.240  0.726  -1.299
H  -0.477  -1.221  -1.517
H  1.201  -1.962  -2.375
H  1.356  -1.947  1.900
C  -3.443  0.578  -4.723
C  -3.739  -0.725  -5.123
C  -2.746  -1.703  -5.106
C  -1.454  -1.378  -4.693
C  -1.155  -0.073  -4.302
C  -2.149  0.905  -4.316
H  -4.219  1.339  -4.731
H  -4.746  -0.978  -5.447
H  -2.978  -2.719  -5.414
H  -0.680  -2.141  -4.676
H  -0.146  0.182  -3.986
H  -1.917  1.921  -4.009
C  0.270  3.582  6.185
C  -0.636  2.900  5.373
C  -0.179  2.176  4.273
C  1.185  2.137  3.982
C  2.090  2.827  4.788
C  1.633  3.548  5.891
H  -0.086  4.141  7.047
H  -1.699  2.933  5.599
H  -0.884  1.642  3.642
H  1.542  1.570  3.126
H  3.152  2.801  4.558
H  2.338  4.084  6.521

***

Computed, not measured: C16H17MoN5O3S as an isolated structure at a distorted geometry, with ωB97M-V with the def2-TZVPD basis set.

Its spin multiplicity is 3. The calculation puts the HOMO-LUMO gap (spin up / spin down) at 0.2204 / 0.2041 hartree. Its max |F| is 1.59 eV/Å. The total energy is -43136.7235 eV. Its charge is +2. The HOMO energy (spin up / spin down) comes out at -13.829 / -13.842 eV.

CARTESIAN COORDINATES (ANGSTROEM)
Mo  -0.017  -0.240  -0.772
C  -4.243  -3.892  -0.155
O  -2.855  -3.558  0.018
C  -2.504  -3.002  1.196
C  -2.909  -3.470  2.446
C  -2.468  -2.881  3.625
C  -1.594  -1.813  3.589
C  -1.145  -1.333  2.351
C  -0.289  -0.193  2.314
N  0.154  0.379  1.228
N  0.832  1.578  1.451
C  1.072  2.165  0.330
O  0.649  1.583  -0.818
C  1.763  3.445  0.215
C  2.354  4.007  1.350
C  2.998  5.225  1.251
C  3.054  5.885  0.029
C  2.467  5.328  -1.099
C  1.822  4.107  -1.011
C  -1.615  -1.931  1.169
O  -1.164  -1.491  -0.028
H  -4.313  -4.364  -1.129
H  -4.587  -4.593  0.602
H  -4.850  -2.986  -0.128
H  -3.580  -4.317  2.493
H  -2.809  -3.271  4.573
H  -1.252  -1.345  4.501
H  -0.014  0.282  3.251
H  2.306  3.488  2.297
H  3.459  5.663  2.125
H  3.557  6.841  -0.044
H  2.510  5.848  -2.046
H  1.357  3.677  -1.887
N  -0.233  -0.402  -3.028
N  0.629  -1.362  -3.605
C  1.727  -1.759  -2.942
N  2.568  -2.575  -3.537
S  2.086  -1.196  -1.352
H  -1.191  -0.670  -3.255
H  -0.057  0.513  -3.450
H  0.498  -1.566  -4.587
H  2.443  -2.899  -4.486
H  3.384  -2.906  -3.043

***

Computed, not measured: a 2-piece molecular cluster, C16H17N overall at a distorted geometry, with ωB97M-V with the def2-TZVPD basis set.

Its spin multiplicity is 1. The calculation puts the HOMO-LUMO gap at 0.3201 hartree. Its max |F| is 4.61 eV/Å. The total energy is -18356.6224 eV. The HOMO energy comes out at -7.799 eV. Its SMILES is Cc1c[nH]c2ccccc12.Cc1ccccc1.

CARTESIAN COORDINATES (ANGSTROEM)
C  -0.707  -2.907  4.712
C  -0.083  -1.565  4.463
C  0.905  -0.936  5.204
N  1.327  0.205  4.582
C  0.728  0.270  3.341
C  0.707  1.384  2.447
C  0.037  1.164  1.317
C  -0.883  0.096  1.145
C  -0.917  -0.970  2.083
C  -0.140  -0.806  3.206
H  -1.779  -2.803  4.598
H  -0.594  -3.358  5.685
H  -0.480  -3.540  3.878
H  1.416  -1.338  6.102
H  2.079  0.722  4.940
H  1.317  2.151  2.746
H  0.174  1.940  0.529
H  -1.559  0.059  0.394
H  -1.602  -1.873  1.865
C  0.972  -0.528  -5.677
C  0.311  0.351  -4.628
C  0.408  0.039  -3.317
C  -0.249  0.898  -2.436
C  -0.891  2.007  -2.867
C  -0.943  2.369  -4.211
C  -0.335  1.486  -5.144
H  1.036  -1.639  -5.433
H  1.994  -0.175  -5.730
H  0.483  -0.395  -6.574
H  0.871  -0.813  -2.899
H  -0.246  0.627  -1.402
H  -1.376  2.779  -2.225
H  -1.491  3.294  -4.475
H  -0.490  1.807  -6.218

***

Computed, not measured: a 2-piece molecular cluster, C16H17N2O4 overall at a distorted geometry, with ωB97M-V with the def2-TZVPD basis set.

Its spin multiplicity is 1. The calculation puts the HOMO-LUMO gap at 0.1579 hartree. Its max |F| is 2.72 eV/Å. The total energy is -28038.0605 eV. Its charge is -1. The HOMO energy comes out at -2.413 eV.

CARTESIAN COORDINATES (ANGSTROEM)
C  -0.136  2.121  2.138
N  -0.069  0.702  2.387
C  -1.213  -0.119  2.388
O  -2.362  0.290  2.272
C  -0.667  -1.479  2.536
C  0.679  -1.440  2.563
C  1.124  -0.035  2.418
O  2.254  0.441  2.337
H  0.882  2.505  2.099
H  -0.648  2.317  1.189
H  -0.691  2.620  2.939
H  -1.326  -2.333  2.604
H  1.405  -2.235  2.520
C  5.407  -0.920  2.908
C  4.981  -2.220  3.537
O  3.557  -2.165  3.772
C  3.079  -3.297  4.338
C  1.613  -3.204  4.580
N  1.019  -4.303  4.891
C  -0.208  -4.717  4.916
C  -0.560  -5.962  5.562
C  -1.804  -6.602  5.341
C  -2.126  -7.766  6.033
C  -1.216  -8.309  6.956
C  0.036  -7.705  7.154
C  0.371  -6.553  6.440
O  3.765  -4.267  4.607
H  6.360  -1.072  2.395
H  4.669  -0.524  2.204
H  5.581  -0.165  3.682
H  5.202  -3.065  2.872
H  5.479  -2.364  4.505
H  1.187  -2.202  4.722
H  -1.012  -4.157  4.408
H  -2.491  -6.162  4.616
H  -3.087  -8.257  5.859
H  -1.482  -9.206  7.517
H  0.754  -8.126  7.860
H  1.346  -6.080  6.553

***

Computed, not measured: C16H17N3O in the gas phase, with ωB97M-V with the def2-TZVPD basis set.

Its spin multiplicity is 1. The calculation puts the HOMO-LUMO gap at 0.3037 hartree. Its max |F| is 0.69 eV/Å. The total energy is -23386.5550 eV. The HOMO energy comes out at -7.765 eV. Its SMILES is Cc1ccc(O)c(CNc2nc3ccccc3n2C)c1.

CARTESIAN COORDINATES (ANGSTROEM)
C  -2.399  -3.280  0.352
C  -2.718  -1.821  0.219
C  -3.781  -1.255  0.911
C  -4.078  0.086  0.778
C  -3.314  0.897  -0.055
O  -3.643  2.223  -0.113
C  -2.252  0.343  -0.773
C  -1.349  1.191  -1.635
N  -0.299  1.828  -0.849
C  0.822  1.089  -0.598
N  1.179  0.025  -1.264
C  2.397  -0.338  -0.742
C  3.231  -1.396  -1.072
C  4.414  -1.526  -0.370
C  4.768  -0.631  0.637
C  3.948  0.429  0.981
C  2.764  0.564  0.283
N  1.730  1.477  0.357
C  1.623  2.610  1.229
C  -1.968  -1.007  -0.617
H  -1.342  -3.460  0.171
H  -2.657  -3.644  1.344
H  -2.970  -3.855  -0.377
H  -4.382  -1.868  1.567
H  -4.896  0.535  1.319
H  -3.115  2.664  -0.789
H  -0.841  0.564  -2.367
H  -1.897  1.977  -2.168
H  -0.633  2.358  -0.054
H  2.957  -2.087  -1.853
H  5.084  -2.340  -0.605
H  5.702  -0.768  1.161
H  4.232  1.117  1.765
H  0.784  2.494  1.923
H  2.540  2.695  1.808
H  1.485  3.529  0.653
H  -1.127  -1.416  -1.156

***

Computed, not measured: C16H17NO4Si in the gas phase, with ωB97M-V with the def2-TZVPD basis set.

Its spin multiplicity is 1. The calculation puts the HOMO-LUMO gap at 0.3280 hartree. Its max |F| is 0.81 eV/Å. The total energy is -34425.5745 eV. The HOMO energy comes out at -10.188 eV. Its SMILES is C[Si](C)(C)OCCc1ccc2c(c1OC#N)C(=O)C=CC2=O.

CARTESIAN COORDINATES (ANGSTROEM)
C  5.178  0.568  1.617
Si  3.711  -0.015  0.626
C  3.194  -1.674  1.338
C  4.084  -0.219  -1.198
O  2.466  1.111  0.752
C  1.157  0.586  0.644
C  0.174  1.719  0.342
C  -1.226  1.164  0.305
C  -2.087  1.307  1.376
C  -3.360  0.759  1.358
C  -3.764  0.047  0.250
C  -2.923  -0.098  -0.846
C  -1.663  0.462  -0.813
O  -0.777  0.292  -1.894
C  -0.841  1.234  -2.788
N  -0.899  2.018  -3.627
C  -3.428  -0.866  -2.032
O  -3.146  -0.571  -3.166
C  -4.351  -1.984  -1.687
C  -5.147  -1.853  -0.630
C  -5.103  -0.612  0.190
O  -6.071  -0.180  0.768
H  5.278  1.652  1.646
H  6.093  0.136  1.210
H  5.103  0.217  2.647
H  4.045  -2.353  1.367
H  2.870  -1.507  2.368
H  2.369  -2.139  0.802
H  4.419  -1.231  -1.418
H  4.799  0.511  -1.574
H  3.157  -0.041  -1.749
H  1.074  -0.146  -0.165
H  0.848  0.125  1.586
H  0.432  2.197  -0.602
H  0.258  2.472  1.123
H  -1.764  1.840  2.260
H  -4.024  0.877  2.201
H  -4.335  -2.869  -2.307
H  -5.824  -2.650  -0.355

***

Computed, not measured: C16H18AuN5OS2 as an isolated structure at a distorted geometry, with ωB97M-V with the def2-TZVPD basis set.

Its spin multiplicity is 1. The calculation puts the HOMO-LUMO gap at 0.2506 hartree. Its max |F| is 1.11 eV/Å. The total energy is -51728.0276 eV. Its charge is +2. The HOMO energy comes out at -14.203 eV.

CARTESIAN COORDINATES (ANGSTROEM)
Au  -0.280  -0.314  0.165
N  -3.143  -0.906  -3.013
C  -2.243  -1.003  -2.038
S  -2.031  0.458  -1.056
N  -1.641  -2.135  -1.828
N  -0.646  -2.066  -0.915
C  0.171  -3.058  -0.768
C  0.155  -4.263  -1.616
C  -0.995  -5.044  -1.718
C  -0.965  -6.209  -2.466
C  0.188  -6.570  -3.151
C  1.326  -5.776  -3.074
C  1.315  -4.628  -2.300
C  1.136  -2.919  0.339
C  1.961  -3.957  0.732
C  2.809  -3.782  1.816
C  2.772  -2.587  2.512
C  1.906  -1.599  2.082
N  1.126  -1.744  1.008
H  -3.688  -0.072  -3.149
H  -3.332  -1.709  -3.592
H  -1.896  -4.757  -1.194
H  -1.844  -6.837  -2.519
H  0.198  -7.468  -3.753
H  2.219  -6.053  -3.617
H  2.198  -4.001  -2.251
H  1.922  -4.896  0.200
H  3.476  -4.577  2.120
H  3.395  -2.418  3.379
H  1.816  -0.672  2.623
N  -1.177  2.348  0.854
C  -0.176  1.630  0.870
H  -1.119  3.299  1.215
C  3.260  2.795  2.539
S  2.525  1.805  1.262
C  3.070  2.637  -0.211
O  1.024  2.303  1.415
H  3.160  3.850  2.292
H  4.307  2.503  2.618
H  2.740  2.560  3.467
H  4.139  2.455  -0.327
H  2.857  3.701  -0.127
H  2.535  2.198  -1.052

***

Among the records above, which one has the lowest total energy? C16H18AuN5OS2